{
  "formula": "C3H8S",
  "method": "ωB97M-V/def2-TZVPD",
  "de_lowest_kj_mol": 340.2,
  "homo_lumo_gap_ev": 6.6,
  "species": ["C", "C", "C", "S", "H", "H", "H", "H", "H", "H", "H", "H"],
  "positions_angstrom": [[1.304, 0.250, -0.554], [-0.190, 0.513, -0.419], [-0.843, 0.125, 0.895], [-1.096, -2.733, 0.212], [1.463, -0.819, -0.388], [1.564, 0.415, -1.600], [1.915, 0.872, 0.094], [-0.753, 0.000, -1.205], [-0.414, 1.544, -0.723], [-1.855, 0.498, 1.026], [-0.233, 0.337, 1.776], [-0.862, -1.002, 0.887]]
}

---

{
  "formula": "C3H8S2",
  "method": "ωB97M-V/def2-TZVPD",
  "de_lowest_kj_mol": 123.8,
  "smiles": "C=CC.SS",
  "homo_lumo_gap_ev": 10.0,
  "species": ["S", "S", "H", "H", "C", "C", "C", "H", "H", "H", "H", "H", "H"],
  "positions_angstrom": [[1.564, -1.126, 1.438], [2.003, -0.219, 3.216], [1.988, -2.358, 1.738], [0.878, -0.529, 3.877], [-2.574, 0.477, -4.459], [-2.771, 0.717, -2.986], [-2.282, 1.790, -2.395], [-2.760, 1.361, -5.076], [-1.512, 0.316, -4.633], [-3.078, -0.391, -4.871], [-3.476, 0.082, -2.460], [-2.486, 2.103, -1.379], [-1.780, 2.560, -2.980]]
}

---

{
  "formula": "C3H8S2",
  "method": "ωB97M-V/def2-TZVPD",
  "de_lowest_kj_mol": 137.7,
  "smiles": "C=C.CSS",
  "homo_lumo_gap_ev": 9.7,
  "species": ["C", "C", "H", "H", "H", "H", "C", "S", "S", "H", "H", "H", "H"],
  "positions_angstrom": [[2.165, 0.042, 2.348], [0.997, 0.638, 2.497], [3.117, 0.534, 2.538], [2.303, -0.981, 2.022], [0.869, 1.676, 2.787], [0.072, 0.086, 2.387], [-0.901, 0.435, -1.498], [-2.256, 0.105, -2.572], [-2.672, -1.932, -2.865], [-1.065, 1.460, -1.145], [0.096, 0.426, -1.961], [-0.817, -0.193, -0.608], [-1.909, -2.296, -3.928]]
}

---

{
  "formula": "C3H8S2",
  "method": "ωB97M-V/def2-TZVPD",
  "de_lowest_kj_mol": 112.9,
  "total_charge": 1,
  "spin_multiplicity": 2,
  "s_squared": 0.7553,
  "homo_lumo_gap_ev": [10.8, 6.1],
  "species": ["C", "C", "S", "S", "C", "H", "H", "H", "H", "H", "H", "H", "H"],
  "positions_angstrom": [[-2.846, 0.570, -0.601], [-1.251, 0.523, -0.906], [-0.495, -0.321, 0.471], [1.441, 0.360, 0.606], [2.265, -1.046, -0.352], [-2.918, 1.317, 0.261], [-3.141, -0.453, -0.225], [-3.291, 1.066, -1.483], [-1.132, -0.110, -1.804], [-0.864, 1.561, -1.074], [1.815, -2.058, -0.084], [1.977, -1.006, -1.326], [3.408, -1.237, -0.347]]
}

---

{
  "formula": "C3H8S2",
  "method": "ωB97M-V/def2-TZVPD",
  "de_lowest_kj_mol": 43.6,
  "total_charge": 1,
  "spin_multiplicity": 2,
  "s_squared": 0.7545,
  "homo_lumo_gap_ev": [10.2, 7.4],
  "species": ["C", "C", "C", "S", "S", "H", "H", "H", "H", "H", "H", "H", "H"],
  "positions_angstrom": [[-0.609, 0.232, 0.681], [-1.651, 1.257, 0.187], [0.786, 0.035, -0.048], [1.214, -1.723, 0.182], [2.133, -2.032, -1.625], [-0.300, 0.361, 1.716], [-1.090, -0.759, 0.652], [-1.032, 2.102, -0.111], [-2.363, 1.506, 0.968], [-2.230, 0.953, -0.687], [0.737, 0.262, -1.117], [1.451, 0.801, 0.367], [2.954, -2.994, -1.166]]
}

---

{
  "formula": "C3H8S3",
  "method": "ωB97M-V/def2-TZVPD",
  "de_lowest_kj_mol": 396.1,
  "homo_lumo_gap_ev": [7.2, 8.1],
  "species": ["C", "C", "C", "S", "S", "S", "H", "H", "H", "H", "H", "H", "H", "H"],
  "positions_angstrom": [[-1.901, 0.088, -0.471], [-1.304, 0.327, 0.888], [1.210, 0.125, 0.022], [2.407, -0.041, 1.365], [1.043, 1.606, -0.667], [1.097, -1.351, -1.019], [-2.898, 0.658, -0.426], [-2.089, -0.892, -0.821], [-1.274, 0.625, -1.044], [-0.624, 1.119, 1.152], [-1.287, -0.542, 1.550], [1.982, -1.215, 1.713], [1.729, 1.678, -1.912], [1.909, -2.184, -0.330]]
}

---

{
  "formula": "C3H8S3",
  "method": "ωB97M-V/def2-TZVPD",
  "de_lowest_kj_mol": 182.0,
  "homo_lumo_gap_ev": 9.3,
  "species": ["C", "C", "C", "S", "S", "S", "H", "H", "H", "H", "H", "H", "H", "H"],
  "positions_angstrom": [[-1.819, -0.588, 0.002], [-0.859, 0.300, 0.685], [0.852, 0.048, -0.205], [0.771, 0.430, -1.961], [1.201, -1.712, 0.130], [2.067, 1.214, 0.533], [-2.900, -0.448, 0.213], [-1.572, -1.604, 0.082], [-1.816, -0.239, -1.128], [-0.710, 1.291, 0.373], [-0.548, 0.160, 1.682], [0.973, 1.832, -1.929], [1.157, -1.349, 1.441], [3.204, 0.665, 0.083]]
}

---

{
  "formula": "C3H8Si",
  "method": "ωB97M-V/def2-TZVPD",
  "de_lowest_kj_mol": 48.5,
  "smiles": "C=C(C)[SiH3]",
  "homo_lumo_gap_ev": 10.5,
  "species": ["C", "C", "C", "Si", "H", "H", "H", "H", "H", "H", "H", "H"],
  "positions_angstrom": [[-0.833, -1.401, 0.068], [-0.296, -0.151, 0.169], [-0.996, 1.150, -0.038], [1.548, 0.003, 0.127], [-0.221, -2.319, 0.023], [-1.894, -1.682, 0.005], [-0.413, 1.645, -0.783], [-0.875, 1.873, 0.726], [-2.065, 0.968, -0.294], [1.763, -1.200, -0.702], [2.126, 0.068, 1.475], [2.155, 1.045, -0.776]]
}

---

{
  "formula": "C3H8Si2",
  "method": "ωB97M-V/def2-TZVPD",
  "de_lowest_kj_mol": 246.6,
  "smiles": "C1=C[SiH2][SiH2]C1",
  "homo_lumo_gap_ev": [8.5, 8.5],
  "species": ["C", "C", "C", "Si", "Si", "H", "H", "H", "H", "H", "H", "H", "H"],
  "positions_angstrom": [[-0.786, 0.728, -1.153], [-1.783, -0.245, -0.211], [0.489, 1.110, -0.616], [-0.723, -1.246, 0.933], [1.384, -0.295, 0.447], [-1.336, 0.868, -2.073], [-2.657, -0.470, -0.838], [0.922, 1.688, -1.421], [0.240, 1.852, 0.128], [-0.669, -0.694, 2.224], [-0.953, -2.706, 1.084], [2.759, -0.629, 0.111], [1.685, 0.637, 1.627]]
}

---

{
  "formula": "C3H9B2LuO8P",
  "method": "ωB97M-V/def2-TZVPD",
  "total_charge": 3,
  "homo_lumo_gap_ev": 3.4,
  "species": ["O", "C", "O", "C", "C", "B", "O", "B", "O", "O", "P", "O", "O", "O", "H", "H", "H", "H", "H", "H", "H", "H", "H", "Lu"],
  "positions_angstrom": [[1.669, 1.773, -1.821], [0.673, 1.263, -2.411], [0.591, 1.359, -3.676], [-0.421, 0.580, -1.551], [0.460, 0.163, -0.452], [-0.091, -0.105, 1.046], [0.533, -0.847, 1.930], [0.820, -2.210, 1.536], [2.099, -2.661, 1.568], [-0.167, -3.014, 1.166], [-1.805, 0.753, 1.701], [-1.919, 0.512, 3.124], [-2.997, 0.195, 0.841], [-1.662, 2.311, 1.381], [-0.050, 0.730, -4.046], [-1.194, 1.304, -1.309], [-0.865, -0.269, -2.057], [1.108, 1.074, -0.441], [1.086, -0.667, -0.820], [2.719, -1.950, 1.448], [0.078, -3.924, 1.387], [-2.751, -0.649, 0.442], [-0.817, 2.511, 0.989], [2.902, 1.768, 0.025]]
}

---

{
  "formula": "C3H9BNOS2",
  "method": "ωB97M-V/def2-TZVPD",
  "total_charge": -1,
  "homo_lumo_gap_ev": 7.7,
  "species": ["C", "C", "N", "C", "B", "O", "S", "S", "H", "H", "H", "H", "H", "H", "H", "H", "H"],
  "positions_angstrom": [[-0.489, -1.820, 0.815], [-0.768, -0.861, -0.413], [-0.791, -1.369, -1.600], [-0.954, 0.658, -0.110], [0.559, 1.313, 0.102], [1.655, 0.319, 0.093], [0.547, 2.296, 1.734], [0.863, 2.464, -1.427], [-0.062, -1.172, 1.625], [0.299, -2.574, 0.561], [-1.439, -2.311, 1.133], [-0.638, -2.383, -1.510], [-1.606, 0.737, 0.799], [-1.447, 1.128, -0.995], [1.804, 0.083, -0.827], [1.245, 1.532, 2.654], [0.556, 1.600, -2.466]]
}

---

{
  "formula": "C3H9BO2S",
  "method": "ωB97M-V/def2-TZVPD",
  "de_lowest_kj_mol": 184.7,
  "homo_lumo_gap_ev": 8.4,
  "species": ["B", "C", "C", "C", "O", "O", "S", "H", "H", "H", "H", "H", "H", "H", "H", "H"],
  "positions_angstrom": [[-0.155, -2.232, 0.520], [0.740, 2.988, -1.116], [0.661, -1.003, 1.111], [-0.193, 2.316, -0.178], [-0.362, -3.313, 1.313], [-0.619, -2.150, -0.752], [-1.602, 1.742, -0.862], [1.639, 2.370, -1.155], [0.385, 3.165, -2.134], [1.044, 3.932, -0.661], [1.064, -0.373, 0.326], [0.013, -0.379, 1.723], [1.469, -1.337, 1.748], [-0.851, -4.044, 0.934], [-1.125, -2.896, -1.085], [-2.108, 1.213, 0.268]]
}